Entry 1:
A single C18H20N2O8S2 molecule. Source: the Open Molecules 2025 dataset; level of theory: the ωB97M-V functional and the def2-TZVPD basis.

```
! wB97M-V def2-TZVPD RIJCOSX def2/J DEFGRID3
* xyz 0 1
C -4.66 -0.26 -1.59
O -3.41 -0.83 -1.27
C -2.35 -0.02 -1.09
C -2.39 1.36 -1.08
C -1.25 2.14 -0.80
O -1.52 3.45 -0.83
C -0.55 4.45 -0.59
C -0.04 1.48 -0.54
S 1.50 2.27 -0.04
O 2.02 3.05 -1.13
O 1.31 2.91 1.23
N 2.51 0.97 0.24
C 3.37 0.55 -0.86
C 4.01 -0.76 -0.54
C 3.50 -2.03 -0.43
C 4.60 -2.85 -0.07
C 5.68 -2.03 0.01
O 5.33 -0.76 -0.27
C -0.01 0.10 -0.59
C -1.12 -0.65 -0.87
S -1.01 -2.44 -0.90
O -1.51 -2.91 -2.15
O 0.32 -2.80 -0.51
N -2.04 -2.99 0.28
C -1.60 -2.79 1.65
C -1.48 -1.35 2.03
C -0.39 -0.60 2.38
C -0.86 0.73 2.55
C -2.19 0.69 2.29
O -2.58 -0.56 1.97
H -4.60 0.34 -2.50
H -5.04 0.36 -0.77
H -5.34 -1.10 -1.76
H -3.30 1.91 -1.26
H -1.09 5.39 -0.71
H 0.27 4.40 -1.30
H -0.15 4.39 0.42
H 3.00 1.10 1.11
H 4.15 1.29 -1.07
H 2.72 0.46 -1.74
H 2.49 -2.34 -0.57
H 4.58 -3.91 0.10
H 6.71 -2.22 0.24
H 0.91 -0.42 -0.38
H -2.98 -2.67 0.09
H -0.62 -3.26 1.72
H -2.31 -3.31 2.30
H 0.61 -0.95 2.50
H -0.27 1.59 2.80
H -2.94 1.45 2.29
*
```

Results
SMILES string: COc1cc(OC)c(S(=O)(=O)NCc2ccco2)cc1S(=O)(=O)NCc1ccco1
Strongest force on any atom in eV/A: 1.04
ΔE to the lowest compared entry with this formula, charge and spin in kJ/mol: 19.0
Orbital gap in eV: 9.08
HOMO in eV: -8.58

=====

Entry 2:
A molecular structure, C18H20N3O4PdSSb. Source: the Open Molecules 2025 dataset; level of theory: the ωB97M-V functional and the def2-TZVPD basis.

```
! wB97M-V def2-TZVPD RIJCOSX def2/J DEFGRID3
* xyz 2 1
Pd -0.50 0.51 0.04
C 3.63 0.37 -2.72
C 4.04 1.69 -2.64
C 3.43 2.53 -1.72
C 2.42 2.01 -0.92
N 2.01 0.75 -1.01
C 2.60 -0.05 -1.89
C 1.73 2.82 0.12
C 2.19 4.07 0.51
C 1.54 4.76 1.51
C 0.45 4.18 2.14
C 0.04 2.94 1.72
N 0.65 2.28 0.71
C -1.02 2.15 2.36
C -1.71 2.55 3.49
C -2.61 1.67 4.09
C -2.78 0.41 3.53
C -2.09 0.09 2.39
N -1.23 0.94 1.81
H 4.08 -0.32 -3.42
H 4.83 2.06 -3.28
H 3.73 3.56 -1.66
H 2.22 -1.06 -1.95
H 3.06 4.50 0.04
H 1.89 5.74 1.81
H -0.05 4.69 2.94
H -1.54 3.52 3.92
H -3.15 1.97 4.97
H -3.46 -0.31 3.97
H -2.23 -0.86 1.89
O -1.95 -2.31 -2.08
S -1.92 -0.77 -1.88
O -2.86 -0.22 -2.77
O -0.50 -0.34 -2.00
O -2.20 -0.56 -0.38
C 0.18 -3.31 0.28
Sb -1.17 -3.87 -1.23
C -0.24 -4.71 -2.90
C -2.89 -4.85 -0.53
H 0.66 -4.22 0.65
H -0.38 -2.80 1.06
H 0.90 -2.63 -0.17
H -0.43 -5.78 -2.94
H 0.83 -4.53 -2.83
H -0.66 -4.22 -3.78
H -2.71 -5.93 -0.57
H -3.71 -4.59 -1.19
H -3.08 -4.54 0.49
*
```

Results
Strongest force on any atom in eV/A: 1.52
ΔE to the lowest compared entry with this formula, charge and spin in kJ/mol: 88.9
Orbital gap in eV: 7.78
HOMO in eV: -14.35

=====

Entry 3:
A molecular structure, C18H20N3O5V. Source: the Open Molecules 2025 dataset; level of theory: the ωB97M-V functional and the def2-TZVPD basis.

```
! wB97M-V def2-TZVPD RIJCOSX def2/J DEFGRID3
* xyz 1 2
V 0.13 -0.36 0.52
O -1.54 -1.72 0.38
C -1.90 -1.93 -0.99
C -0.65 -2.27 -1.77
N 0.43 -1.31 -1.44
C 0.57 -0.19 -2.37
C 1.38 0.89 -1.67
O 2.09 1.70 -2.15
O 1.17 0.82 -0.29
C 1.73 -2.00 -1.26
C 1.93 -2.41 0.20
O 2.88 -3.03 0.58
O 0.96 -1.96 1.02
H -1.29 -2.57 0.79
H -2.36 -0.99 -1.31
H -2.65 -2.72 -1.07
H -0.84 -2.30 -2.85
H -0.31 -3.26 -1.48
H -0.41 0.22 -2.61
H 1.06 -0.47 -3.31
H 2.55 -1.34 -1.53
H 1.80 -2.88 -1.90
C 0.66 -0.39 3.61
N -0.18 0.01 2.46
C -1.24 0.75 2.69
C -1.98 1.21 1.60
C -3.07 2.07 1.47
C -3.27 2.24 0.10
C -2.29 1.49 -0.54
N -1.51 0.85 0.35
C 1.49 0.76 4.12
C 1.58 0.98 5.49
C 2.37 2.02 5.98
C 3.07 2.83 5.11
C 2.98 2.61 3.74
C 2.20 1.58 3.25
H 1.28 -1.22 3.28
H 0.00 -0.77 4.40
H -1.51 1.01 3.71
H -3.63 2.53 2.27
H -4.02 2.85 -0.38
H -2.13 1.39 -1.61
H 1.03 0.35 6.18
H 2.43 2.18 7.05
H 3.68 3.64 5.49
H 3.53 3.24 3.05
H 2.15 1.42 2.18
*
```

Results
Strongest force on any atom in eV/A: 0.76
ΔE to the lowest compared entry with this formula, charge and spin in kJ/mol: 54.2
Orbital gap (alpha / beta) in eV: 6.26 / 6.89
<S²>: 0.763
HOMO (alpha / beta) in eV: -11.66 / -11.68

=====

What did the second record say?
A molecular structure, C18H20N3O4PdSSb. Source: the Open Molecules 2025 dataset; level of theory: the ωB97M-V functional and the def2-TZVPD basis.

```
! wB97M-V def2-TZVPD RIJCOSX def2/J DEFGRID3
* xyz 2 1
Pd -0.50 0.51 0.04
C 3.63 0.37 -2.72
C 4.04 1.69 -2.64
C 3.43 2.53 -1.72
C 2.42 2.01 -0.92
N 2.01 0.75 -1.01
C 2.60 -0.05 -1.89
C 1.73 2.82 0.12
C 2.19 4.07 0.51
C 1.54 4.76 1.51
C 0.45 4.18 2.14
C 0.04 2.94 1.72
N 0.65 2.28 0.71
C -1.02 2.15 2.36
C -1.71 2.55 3.49
C -2.61 1.67 4.09
C -2.78 0.41 3.53
C -2.09 0.09 2.39
N -1.23 0.94 1.81
H 4.08 -0.32 -3.42
H 4.83 2.06 -3.28
H 3.73 3.56 -1.66
H 2.22 -1.06 -1.95
H 3.06 4.50 0.04
H 1.89 5.74 1.81
H -0.05 4.69 2.94
H -1.54 3.52 3.92
H -3.15 1.97 4.97
H -3.46 -0.31 3.97
H -2.23 -0.86 1.89
O -1.95 -2.31 -2.08
S -1.92 -0.77 -1.88
O -2.86 -0.22 -2.77
O -0.50 -0.34 -2.00
O -2.20 -0.56 -0.38
C 0.18 -3.31 0.28
Sb -1.17 -3.87 -1.23
C -0.24 -4.71 -2.90
C -2.89 -4.85 -0.53
H 0.66 -4.22 0.65
H -0.38 -2.80 1.06
H 0.90 -2.63 -0.17
H -0.43 -5.78 -2.94
H 0.83 -4.53 -2.83
H -0.66 -4.22 -3.78
H -2.71 -5.93 -0.57
H -3.71 -4.59 -1.19
H -3.08 -4.54 0.49
*
```

Results
Strongest force on any atom in eV/A: 1.52
ΔE to the lowest compared entry with this formula, charge and spin in kJ/mol: 88.9
Orbital gap in eV: 7.78
HOMO in eV: -14.35